{
  "formula": "C7H17NO3",
  "method": "ωB97M-V with the def2-TZVPD basis set",
  "smiles": "CCc1c[nH]c(C)c1.O.O.O",
  "orbital_gap_ev": 8.714,
  "charge": 0,
  "max_force_ev_per_a": 2.04,
  "elements": ["C", "C", "C", "C", "N", "C", "C", "C", "H", "H", "H", "H", "H", "H", "H", "H", "H", "H", "H", "H", "H", "O", "H", "H", "O", "H", "H", "O"],
  "xyz": [[2.5161, -0.7306, -1.5410], [0.9825, -0.7924, -1.7298], [0.2857, -0.0007, -0.6575], [0.5448, -0.0034, 0.6853], [-0.4876, 0.6813, 1.3079], [-1.4009, 1.0842, 0.3860], [-0.9623, 0.6923, -0.8487], [-2.6354, 1.8338, 0.8061], [3.0045, -1.2099, -2.3854], [2.9067, 0.2557, -1.3061], [2.7055, -1.3439, -0.6545], [0.6884, -1.8400, -1.7197], [0.6322, -0.4092, -2.6941], [1.4216, -0.3409, 1.2004], [-0.5848, 0.6985, 2.3072], [-1.2491, 0.9961, -1.8439], [-2.3539, 2.4097, 1.6697], [-2.9106, 2.5169, 0.0493], [-3.3911, 1.1737, 1.2270], [0.1543, -3.0655, 2.4895], [1.5864, -2.4901, 2.1796], [0.9615, -2.7211, 2.8693], [0.0154, 3.7525, 1.2423], [1.0091, 3.0979, 0.3906], [0.9487, 3.8467, 1.0080], [-1.4497, -3.3490, -1.0542], [-1.6485, -1.9425, -1.5507], [-1.2894, -2.8002, -1.8327]],
  "atomic_forces_ev_per_a": [[-0.8287, -0.7201, 0.2351], [0.8230, 0.9841, 0.0763], [-0.7068, -0.7327, -0.1012], [-0.2764, 0.3908, -0.4137], [0.7617, -0.6286, 0.0761], [-0.8967, 0.3842, -0.0112], [1.2360, -0.1740, -0.1359], [1.4238, -0.8985, 1.1474], [0.3106, 0.1940, -0.0013], [-0.0309, 0.1631, -0.3932], [0.3337, -0.0217, -0.0698], [-0.0938, 0.1272, 0.1342], [0.3338, 0.0409, -0.0467], [-0.0474, -0.1195, 0.3440], [-0.1606, 0.2317, 0.0210], [-0.6819, -0.0512, 0.1650], [0.1397, 0.6751, 0.4527], [-0.8980, 0.4128, -0.8050], [-0.4543, -0.0357, -0.6964], [0.0477, 0.0084, -0.4569], [-0.2903, -0.1613, -0.3100], [0.2294, 0.1406, 0.7807], [0.1148, 0.3732, 0.2535], [0.4407, 0.2366, 0.0943], [-0.5727, -0.6922, -0.3761], [0.0551, -0.0978, -0.2197], [0.2062, -0.1066, -0.2255], [-0.5175, 0.0773, 0.4823]]
}

---

{
  "formula": "C6H6N2",
  "method": "ωB97M-V with the def2-TZVPD basis set",
  "smiles": "c1cc2c(nn1)CC2",
  "orbital_gap_ev": 9.653,
  "charge": 0,
  "max_force_ev_per_a": 3.59,
  "elements": ["C", "C", "C", "C", "C", "C", "H", "H", "H", "H", "H", "H", "N", "N"],
  "xyz": [[-0.7112, -0.4473, 1.9013], [0.8820, -0.6436, 1.7600], [0.7295, -0.2658, 0.3284], [-0.6863, 0.6261, -1.7648], [-1.4327, 0.2885, -0.6291], [-0.6811, -0.0253, 0.4740], [-1.2313, -1.3723, 2.1371], [-0.9616, 0.3208, 2.6021], [1.5169, 0.1130, 2.2265], [1.1694, -1.6945, 1.8324], [-1.0047, 1.0872, -2.6931], [-2.5554, 0.3907, -0.6497], [1.3997, 0.0110, -0.7681], [0.6668, 0.5547, -1.7853]],
  "atomic_forces_ev_per_a": [[1.4475, -0.3191, 0.2133], [-0.1388, -0.4917, -0.2010], [-2.7989, 1.7096, -1.4541], [2.7347, 0.0947, 0.5001], [-1.7505, 0.5760, 0.2581], [0.7619, -0.8236, -1.6458], [-0.1170, 0.0271, -0.0503], [-0.3325, 0.4409, 0.4470], [-0.0279, -0.5902, 0.6274], [0.4051, 0.2706, 0.6585], [-0.7054, -0.2576, 0.2527], [1.3222, -0.1716, 0.1701], [-0.4542, 0.3121, -0.0497], [-0.3462, -0.7772, 0.2736]]
}

---

Record-wise relative energy (zero: lowest compared OMol25 entry of this formula, charge and spin) values, in kJ/mol: 3.25, 187.78
Record-wise HOMO level values, in eV: -8.385, -9.112
Record-wise E_tot values, in eV: -15166.971, -9296.798